Record 1
The following is a DFT calculation (wB97M-V/def2-TZVPD) of a 2-piece molecular cluster, C33H42N2O4 overall in a non-equilibrium geometry.

Geometry as ORCA input:
```
! RIJCOSX wB97M-V def2-TZVPD def2/J DEFGRID3
* xyz 0 1
C 4.83461 1.44127 -2.06257
C 4.10029 1.25221 -0.74534
C 2.66768 0.80761 -0.91750
C 2.00712 0.64672 0.45126
C 2.65464 -0.31039 1.39572
C 2.04842 -0.24604 2.73932
O 1.89939 -1.17604 3.51820
O 1.59587 1.00931 3.00215
C 1.09248 1.23730 4.34363
C 0.15068 2.41525 4.32439
C 2.75432 -1.70028 0.91301
O 3.27335 -2.64996 1.48796
O 2.20071 -1.90519 -0.30630
C 2.33572 -3.28299 -0.72113
C 1.61896 -3.46622 -2.03158
H 5.86255 1.76149 -1.87079
H 4.85663 0.50765 -2.63731
H 4.34839 2.20789 -2.67561
H 4.59808 0.50008 -0.12187
H 4.11012 2.18401 -0.16055
H 2.10281 1.54551 -1.50680
H 2.61335 -0.14646 -1.45307
H 1.96535 1.62337 0.94938
H 0.96592 0.31394 0.29246
H 0.58288 0.33227 4.69040
H 1.96885 1.42836 4.97599
H -0.20338 2.59764 5.34112
H 0.64175 3.32256 3.96006
H -0.72327 2.20443 3.69949
H 3.40696 -3.50980 -0.81494
H 1.90805 -3.92690 0.05863
H 1.69246 -4.52180 -2.30958
H 0.55549 -3.21762 -1.94246
H 2.07123 -2.86859 -2.83204
C 4.62209 -0.10395 7.57229
N 4.56218 -0.69484 6.24529
C 4.81379 -0.05583 5.06524
C 4.72264 -0.97341 3.98814
C 4.93404 -0.68759 2.61831
C 5.87803 -1.42043 1.82065
C 6.42056 -2.68466 2.16917
C 7.00812 -3.51994 1.23382
C 7.21954 -3.04256 -0.09438
N 7.61258 -3.89220 -1.08705
C 8.04617 -5.24617 -0.81080
C 7.29240 -5.85348 0.35804
C 7.37235 -4.93137 1.57500
C 8.04146 -3.40469 -2.37981
C 7.28027 -2.16050 -2.79128
C 7.37826 -1.10576 -1.69825
C 6.99622 -1.66081 -0.36505
C 6.40359 -0.87764 0.61286
C 4.38205 -2.26103 4.60702
C 4.10231 -3.53118 4.13375
C 3.63049 -4.51422 5.01038
C 3.47381 -4.24635 6.37930
C 3.82586 -2.99408 6.90058
C 4.28451 -2.03912 6.00242
H 3.89113 -0.59784 8.22100
H 5.61728 -0.22737 8.02723
H 4.39981 0.96720 7.49901
H 5.08710 0.99715 5.02127
H 4.69602 0.32931 2.28362
H 6.36844 -3.02972 3.20026
H 7.89467 -5.83713 -1.72335
H 9.13148 -5.26152 -0.59782
H 6.24302 -6.01501 0.08245
H 7.72202 -6.83215 0.58793
H 8.40034 -4.96539 1.97143
H 6.70996 -5.30043 2.36737
H 9.12504 -3.19038 -2.36351
H 7.89223 -4.21190 -3.10648
H 7.69453 -1.78238 -3.72844
H 6.22886 -2.41312 -2.97754
H 8.41159 -0.72492 -1.66408
H 6.73495 -0.25358 -1.93817
H 6.36807 0.20562 0.46948
H 4.19141 -3.71702 3.07256
H 3.37222 -5.49277 4.60764
H 3.08157 -5.02054 7.03670
H 3.72165 -2.74228 7.95512
*
```

Values from the calculation:
E	-1693.0926	Ha
gap between HOMO and LUMO	0.211	hartree
M	530.71	Da
relative energy (zero: lowest compared OMol25 entry of this formula, charge and spin)	30.7	kJ/mol

Record 2
The following is a DFT calculation (wB97M-V/def2-TZVPD) of a 6-piece molecular cluster, C32H65FO24S6Si2 overall in a non-equilibrium geometry.

Geometry as ORCA input:
```
! RIJCOSX wB97M-V def2-TZVPD def2/J DEFGRID3
* xyz 0 1
C -2.17818 -2.57594 4.87098
C -1.24518 -1.63548 5.00798
C -0.97881 -0.52222 4.01532
C 0.26767 0.29769 4.42036
C -0.05722 0.89818 5.80413
C -1.30768 1.82394 5.81556
C -2.59964 1.23041 6.38457
C -3.80761 2.03142 5.85949
C -4.25966 1.63862 4.45163
C -4.82049 0.22248 4.31988
C -5.46847 0.00452 2.94113
C -5.38931 -1.44309 2.42703
C -4.23048 -1.68939 1.43823
C 1.48994 -0.66903 4.23899
Si 3.01737 -0.57547 5.38937
C 3.50014 -2.36834 5.75202
C 2.75218 0.19073 7.08485
C 4.47287 0.35103 4.61953
C 1.73011 -0.45468 2.73478
Si 3.08070 -1.25208 1.64187
C 2.21537 -2.44040 0.46439
C 3.78914 0.10882 0.55725
C 4.51948 -2.17343 2.40337
O 1.82746 1.00628 2.70387
C 0.67595 1.43429 3.38120
O -0.35549 1.85235 2.53803
S 1.29854 3.03759 4.07007
O 2.37707 2.77459 4.98113
O 0.25328 3.94758 4.41471
F 1.95202 3.58140 2.75502
H -2.69333 -2.75449 3.93506
H -2.43327 -3.22707 5.70136
H -0.60143 -1.68821 5.88311
H -1.87511 0.10330 3.93320
H -0.87725 -0.98796 3.02485
H 0.77299 1.48027 6.20001
H -0.21694 0.12238 6.55860
H -1.47707 2.22148 4.81029
H -1.05338 2.70009 6.41930
H -2.59337 1.35504 7.47253
H -2.73258 0.17103 6.15142
H -3.54529 3.09549 5.85640
H -4.65622 1.86153 6.53333
H -5.06650 2.32276 4.15219
H -3.45570 1.78935 3.71927
H -4.00559 -0.50031 4.43219
H -5.57749 0.06114 5.09463
H -6.52834 0.27543 3.01732
H -5.02623 0.70018 2.21665
H -6.33003 -1.66157 1.91112
H -5.33052 -2.12987 3.27730
H -3.63952 -2.56633 1.70738
H -3.54868 -0.83542 1.41491
H -4.61258 -1.85179 0.42882
H 1.20339 -1.73195 4.28763
H 3.07065 -3.08425 5.04477
H 4.58073 -2.49330 5.85159
H 3.06116 -2.62286 6.72596
H 2.78668 1.28027 7.01162
H 3.59385 -0.12760 7.71134
H 1.82437 -0.12479 7.56503
H 4.22172 0.75618 3.63689
H 4.75390 1.17984 5.27459
H 5.34303 -0.30744 4.55116
H 0.81215 -0.61216 2.14699
H 1.95004 -3.35943 0.98974
H 1.31094 -1.98548 0.04710
H 2.91500 -2.66564 -0.34772
H 4.59460 0.66968 1.03547
H 2.97956 0.81293 0.33467
H 4.11229 -0.31483 -0.39758
H 5.25850 -1.47535 2.80024
H 5.02055 -2.67292 1.56178
H 4.28118 -2.94790 3.13259
H -0.72005 1.09920 2.05196
O -2.07008 -1.74915 -0.87869
S -2.15794 -0.33255 -0.87479
O -1.72049 0.42735 0.24698
O -3.64177 0.09658 -1.26456
C -3.63285 0.95980 -2.41646
C -2.40387 0.53306 -3.19086
O -1.43224 0.25253 -2.16612
H -3.55413 1.99217 -2.07190
H -4.55415 0.83235 -2.97733
H -2.02987 1.30440 -3.85787
H -2.57352 -0.38291 -3.75850
O -0.42042 -0.58833 -6.09655
S 0.89395 -1.08305 -6.23284
O 1.56323 -1.25692 -7.46881
O 0.94819 -2.45516 -5.39670
C 1.93252 -2.37188 -4.35985
C 1.97719 -0.89972 -4.00094
O 1.84069 -0.22953 -5.26147
H 2.88913 -2.71578 -4.75902
H 1.63639 -3.00081 -3.52436
H 2.91077 -0.60482 -3.53005
H 1.13831 -0.61544 -3.36145
O -0.72292 0.22006 -8.34090
S -0.79961 1.63250 -8.39839
O -0.42532 2.42918 -7.28150
O -2.27366 2.04322 -8.87549
C -2.21176 2.87092 -10.04581
C -0.94420 2.42974 -10.74635
O -0.01809 2.18762 -9.67875
H -2.15182 3.91433 -9.72989
H -3.10304 2.72455 -10.64948
H -0.54835 3.18462 -11.41752
H -1.09339 1.49770 -11.29475
O 1.27710 4.00268 -13.54091
S 0.89638 5.35334 -13.32057
O -0.25202 5.90923 -13.94088
O 2.16168 6.28632 -13.58626
C 2.46534 7.06991 -12.42142
C 2.00043 6.21014 -11.26236
O 0.78737 5.61070 -11.74487
H 1.90772 8.00602 -12.47910
H 3.53058 7.28007 -12.39137
H 1.79379 6.78184 -10.36252
H 2.71368 5.41566 -11.03645
O 1.02829 -3.97038 3.40010
S 0.43652 -5.19985 2.99596
O -0.96458 -5.40037 3.05863
O 1.18803 -6.38570 3.75661
C 1.74155 -7.31845 2.81763
C 2.04497 -6.47539 1.59492
O 0.94118 -5.56172 1.52375
H 0.99260 -8.08306 2.60505
H 2.62716 -7.78208 3.24297
H 2.09825 -7.05646 0.67890
H 2.96521 -5.90013 1.71937
*
```

Values from the calculation:
E	-6131.9316	Ha
gap between HOMO and LUMO	0.345	hartree
SMILES	C=CC[C@@]1(CCCCCCCCC)[C@H]([Si](C)(C)C)[C@H]([Si](C)(C)C)O[C@]1(O)S(=O)(=O)F.O=S1(=O)OCCO1.O=S1(=O)OCCO1.O=S1(=O)OCCO1.O=S1(=O)OCCO1.O=S1(=O)OCCO1
M	1101.42	Da

Record 3
The following is a DFT calculation (wB97M-V/def2-TZVPD) of a 2-piece molecular cluster, C2H7NS overall in a non-equilibrium geometry.

Geometry as ORCA input:
```
! RIJCOSX wB97M-V def2-TZVPD def2/J DEFGRID3
* xyz 0 1
C 1.38931 0.22218 -0.20617
N 0.20120 -0.21954 -0.02706
C -0.02524 -1.14816 1.03969
H 2.31219 -0.21982 0.24588
H 1.59703 1.16130 -0.69756
H 0.55861 -0.88886 2.03477
H 0.47851 -2.15637 0.65453
H -1.17238 -1.30491 1.12941
S -2.35115 1.61651 -1.23736
H -1.43713 0.92940 -0.58447
H -1.55094 2.00826 -2.35167
*
```

Values from the calculation:
E	-533.2681	Ha
gap between HOMO and LUMO	0.362	hartree
SMILES	C=NC.S
M	77.15	Da
relative energy (zero: lowest compared OMol25 entry of this formula, charge and spin)	163.6	kJ/mol

Which value of gap between HOMO and LUMO does entry 2 give?
0.345 hartree